No. 1
ORCA calculation (wB97M-V/def2-TZVPD) on a cluster of 3 separate species, C6H18NO in total at a distorted geometry.

Computed properties:
- LUMO level: -7.6 eV
- DFT total energy: -368.97389 a.u.
- Net charge: +1
- Frontier orbital gap: 6.611 eV

```
26
Properties=species:S:1:pos:R:3:forces:R:3:nbo_charge:R:1
C -1.6944 -0.9180 0.4519 1.0 -1.3 -2.6 -0.7475
C -0.5009 -0.2026 -0.2961 -2.2 0.2 7.1 0.3740
C 0.7060 0.0652 0.5649 0.5 -3.0 -1.8 -0.5426
C 0.9817 1.4178 1.1715 1.5 3.2 -0.6 -0.3884
C 1.4676 2.5869 0.1074 -3.3 -2.1 -2.1 -0.3835
C 2.8770 3.1476 0.1991 -0.9 -0.6 3.2 -0.6201
N -1.0530 -2.6098 -1.7782 1.0 1.8 1.7 -0.9696
H -1.9928 -0.4302 1.3478 0.5 1.3 1.1 0.3146
H -2.5971 -0.8526 -0.1908 0.6 -0.6 0.4 0.2636
H -1.5074 -1.9782 0.8182 -0.1 1.2 -0.6 0.3106
H -1.0015 0.4807 -0.8852 0.2 1.4 -2.8 0.2077
H 0.6466 -0.6775 1.3818 0.1 0.2 -0.5 0.2498
H 1.6263 -0.2142 -0.0584 -0.8 0.4 0.7 0.2990
H 1.7946 1.1641 1.8837 -0.3 0.4 -0.4 0.2487
H 0.1877 1.8849 1.7606 -0.2 -0.7 -0.1 0.2361
H 1.4385 1.9917 -0.9049 -0.1 1.1 1.5 0.1782
H 0.4960 3.3089 0.0123 2.8 -1.2 0.3 0.2235
H 3.5363 2.3605 0.6005 -0.2 0.2 0.0 0.2098
H 2.8750 3.9616 0.9374 0.3 -0.1 -0.3 0.2247
H 3.3311 3.4489 -0.6839 0.3 0.8 -1.8 0.2331
H -1.1967 -2.1423 -2.6507 -0.1 -0.2 -1.0 0.3846
H -0.3440 -3.3362 -1.8541 0.1 0.2 -0.3 0.3984
H -0.6356 -1.8051 -1.1821 -0.6 -2.2 -1.1 0.3075
H -2.5368 -3.2083 -0.6599 -0.6 -0.2 0.5 0.4872
H -3.7378 -4.1143 -0.1862 1.1 1.6 0.7 0.4900
O -3.1664 -3.3295 0.0933 -0.7 -1.6 -1.3 -0.9893
```
Positions in Å, forces in eV/Å.



No. 2
ORCA calculation (wB97M-V/def2-TZVPD) on a cluster of 4 separate species, C6H18NO4 in total at a distorted geometry.

Computed properties:
- LUMO level: 3.2 eV
- DFT total energy: -595.14594 a.u.
- Net charge: -1
- Frontier orbital gap: 7.587 eV

```
29
Properties=species:S:1:pos:R:3:forces:R:3:nbo_charge:R:1
C 1.7128 1.4628 0.2806 0.2 0.2 -0.5 -0.0445
O 1.7766 1.8948 -1.0433 -0.3 -0.1 0.3 -0.9085
C 1.9617 -0.0606 0.4972 0.0 0.2 -0.2 -0.4387
C 0.8324 -0.7382 1.2989 0.2 0.1 0.3 -0.4109
C -0.4952 -0.6951 0.5928 0.2 0.2 0.4 -0.0468
C -1.4579 0.1272 1.0155 -0.4 0.0 -0.2 -0.0560
N -2.6436 0.4204 0.3016 0.4 0.0 0.0 -0.8446
C -0.5841 -1.5169 -0.6629 0.2 1.0 -0.5 -0.6993
H 0.7318 1.7187 0.7329 0.2 0.0 0.1 0.1245
H 2.4863 2.0283 0.8122 0.0 0.0 0.6 0.1295
H 2.0453 -0.5152 -0.4906 -0.1 0.0 -0.1 0.2219
H 2.9325 -0.2152 0.9938 -0.3 0.0 0.0 0.1836
H 1.0644 -1.7941 1.4768 0.2 -0.1 0.0 0.1833
H 0.7922 -0.2573 2.2902 -0.2 -0.1 -0.2 0.1954
H -1.3640 0.7053 1.9283 0.2 -0.1 0.0 0.1890
H -3.5049 0.3345 0.8187 0.0 0.0 -0.1 0.3647
H -2.6628 0.0094 -0.6183 -0.3 -0.1 0.0 0.3747
H -1.5989 -1.8347 -0.8841 -0.1 -0.2 0.0 0.1978
H 0.0982 -2.3689 -0.6403 -0.1 -0.1 0.1 0.2088
H -0.2436 -0.8809 -1.4987 0.0 -0.3 0.0 0.2900
H 0.5423 2.9383 -1.1929 -0.2 0.2 0.0 0.5080
H -0.9540 2.7888 -0.9059 -0.1 0.1 0.0 0.4471
O -0.3245 3.4675 -1.1684 0.2 -0.2 0.0 -1.0206
H -2.3524 -2.0992 1.2853 0.2 -0.7 0.3 0.4852
H -1.4039 -3.2878 1.2164 -0.4 0.2 0.2 0.4686
O -2.2982 -3.0521 1.5153 0.2 0.4 -0.3 -0.9556
H 1.4031 1.0066 -2.0153 0.3 -0.4 -0.5 0.4958
H 2.2186 0.1345 -3.1077 -0.9 0.2 0.3 0.4386
O 1.2896 0.2791 -2.8283 0.7 -0.1 -0.1 -1.0809
```
Positions in Å, forces in eV/Å.



Values of energy relative to the best compared isomer or geometry (same formula, charge and spin), in order: 127.76 14.93, all in kcal/mol.